1.
A structure of composition C11H21F3N6OsS at a distorted geometry, computed with the ωB97M-V functional and the def2-TZVPD basis.

Properties
* ⟨S²⟩: 6.02
* lowest unoccupied orbital energy (spin up / spin down): -15.46 / -16.46 eV
* orbital gap (spin up / spin down): 6.86 / 6.66 eV

```
! RIJCOSX wB97M-V def2-TZVPD def2/J DEFGRID3
* xyz 4 5
Os 0.5116 0.8050 0.1084
N -0.5940 2.4438 -0.8846
N -0.5812 2.4124 -2.2994
C 0.0053 1.4189 -2.9611
N 0.0891 1.3778 -4.2538
S 0.6957 0.0667 -2.0344
H -1.5668 2.5739 -0.5866
H -0.1076 3.2992 -0.5886
H -0.9932 3.2062 -2.7859
H -0.2628 2.1123 -4.8677
H 0.5185 0.5920 -4.7368
F 5.2541 -0.7227 4.5876
C 5.6091 -0.8355 3.3101
F 6.5145 0.0808 3.0105
F 6.0752 -2.0474 3.0719
C 4.3522 -0.5730 2.4567
C 3.9221 -1.4843 1.4959
C 2.7881 -1.1922 0.7624
N 2.0901 -0.0581 0.9839
C 2.5179 0.8295 1.9220
C 3.6442 0.6122 2.6773
H 4.4616 -2.4047 1.3081
H 2.4449 -1.8639 -0.0144
H 1.9366 1.7499 2.0696
H 3.9673 1.3397 3.4125
C -4.0786 -1.1365 2.4208
C -2.9503 -1.6068 3.3125
C -3.0473 -3.1440 3.6359
C -2.9412 -0.8837 4.6971
N -1.6580 -1.4224 2.7189
N -1.4095 -1.0686 1.4114
H -5.0124 -1.1809 2.9786
H -4.2170 -1.7769 1.5441
H -3.9638 -0.0957 2.1007
H -4.0146 -3.3196 4.1057
H -2.2734 -3.4787 4.3270
H -2.9977 -3.7328 2.7180
H -3.8212 -1.1796 5.2638
H -2.9831 0.1965 4.5459
H -2.0631 -1.1393 5.2912
H -0.8563 -1.7765 3.2400
H -2.3038 -0.8390 0.9788
H -0.9821 -1.8489 0.9074
*
```

natural (NBO) atomic charge list, values in e, 6 entries:
1 Os 1.2385
2 N -0.6591
3 N -0.4021
4 C 0.3590
5 N -0.6480
6 S 0.2237

=====

2.
The molecule C11H21FO2S, computed with the ωB97M-V functional and the def2-TZVPD basis.

Properties
* energy above the lowest of the compared OMol25 structures with the same formula, charge and spin: 0.165 eV
* SMILES string: CCOCC[C@H]1C[C@@H]([C@@H](F)CC)O[C@H]1S
* lowest unoccupied orbital energy: 0.67 eV
* orbital gap: 9.62 eV

```
! RIJCOSX wB97M-V def2-TZVPD def2/J DEFGRID3
* xyz 0 1
C 3.5994 -2.1683 1.3319
C 3.8582 -1.0538 0.3388
O 2.9614 0.0195 0.5531
C 2.5041 0.6481 -0.6168
C 1.4982 1.6967 -0.2315
C 0.2051 1.2835 0.4788
C -1.1165 1.3389 -0.2912
C -2.0550 0.8942 0.8218
C -3.3936 0.2694 0.4786
F -4.2527 1.3173 0.1379
C -3.4248 -0.7811 -0.6080
C -3.3429 -0.2446 -2.0435
O -1.3160 -0.0251 1.6283
C 0.0399 -0.0493 1.1928
S 0.2492 -1.5911 0.1931
H 2.8538 -2.8677 0.9604
H 4.5163 -2.7223 1.5153
H 3.2331 -1.7664 2.2720
H 3.7552 -1.4312 -0.6801
H 4.8800 -0.6835 0.4506
H 2.0844 -0.0755 -1.3207
H 3.3344 1.1422 -1.1353
H 2.0094 2.4296 0.3887
H 1.2222 2.2195 -1.1497
H 0.0771 1.9935 1.2998
H -1.1007 0.6721 -1.1470
H -1.3253 2.3557 -0.6124
H -2.2872 1.7927 1.4037
H -3.7737 -0.1721 1.3998
H -4.3468 -1.3474 -0.4903
H -2.6142 -1.4783 -0.4069
H -2.3677 -0.4302 -2.4871
H -4.0791 -0.7250 -2.6802
H -3.5316 0.8242 -2.0724
H 0.6744 -0.1781 2.0605
H 0.7722 -1.1061 -0.9327
*
```

natural (NBO) atomic charge list, values in e, 6 entries:
1 C -0.6296
2 C -0.0575
3 O -0.5583
4 C -0.0464
5 C -0.4200
6 C -0.2340

=====

3.
A structure of composition C11H21IN3O2P2Ru at a distorted geometry, computed with the ωB97M-V functional and the def2-TZVPD basis.

Properties
* energy above the lowest of the compared OMol25 structures with the same formula, charge and spin: 0.528 eV
* ⟨S²⟩: 6.08
* lowest unoccupied orbital energy (spin up / spin down): -11.71 / -15.06 eV
* orbital gap (spin up / spin down): 7.43 / 4.29 eV

```
! RIJCOSX wB97M-V def2-TZVPD def2/J DEFGRID3
* xyz 3 5
C 1.6972 1.6059 -4.9461
C 1.6829 0.7481 -3.7111
H 2.4490 1.2923 -5.6887
H 1.9371 2.6551 -4.7090
H 0.7306 1.5727 -5.4744
O 2.3106 -0.2082 -3.3537
I 0.1800 1.1829 -1.9599
Ru 0.2212 -0.4946 0.3982
P -1.6072 -1.4308 -0.6493
C -2.0102 -3.1765 -0.2580
C -3.1602 -0.5465 -0.2219
H -4.0302 -1.0434 -0.6605
H -2.5694 -2.0104 -2.8705
H -3.0693 0.4531 -0.6326
H -1.7145 -0.4492 -2.7815
H -2.3420 -3.2902 0.7780
H -3.3109 -0.4935 0.8616
C -1.7019 -1.4866 -2.4721
H -2.8099 -3.4895 -0.9345
H -0.7857 -1.9196 -2.8497
H -1.1079 -3.7774 -0.4410
P 1.3618 1.2100 1.2414
C 2.5440 0.8941 2.6226
C 2.4645 2.2468 0.1854
H -0.2804 2.9463 1.1306
H 0.8800 3.3121 2.4327
H -0.4033 2.1176 2.7125
C 0.2816 2.5253 1.9595
H 1.8008 2.7085 -0.5400
H 3.0417 3.0123 0.7169
H 3.1103 1.8158 2.8063
H 3.2290 0.0956 2.2963
H 3.1258 1.5823 -0.3612
H 2.0230 0.5980 3.5402
C 1.4891 -1.8543 0.2794
O 2.2654 -2.7241 0.2507
N -0.4824 -1.0044 2.2304
C -1.1164 -1.0162 3.2137
N -1.9144 -0.7762 4.1813
C -2.0695 -1.4602 5.3188
N -2.3398 -1.9231 6.3590
*
```

natural (NBO) atomic charge list, values in e, 6 entries:
1 C -0.7717
2 C 0.6739
3 H 0.3318
4 H 0.3052
5 H 0.3050
6 O -0.3766

=====

4.
The molecule C11H21IO3 at a distorted geometry, computed with the ωB97M-V functional and the def2-TZVPD basis.

Properties
* SMILES string: CCC[C@H](C)[C@H](COC)OCCC(=O)I
* lowest unoccupied orbital energy: 0.53 eV
* orbital gap: 10.05 eV

```
! RIJCOSX wB97M-V def2-TZVPD def2/J DEFGRID3
* xyz 0 1
C -2.5565 -0.9229 2.8667
C -1.4716 -0.6278 1.8194
C -0.5301 0.4699 2.3127
C 0.2781 1.1949 1.2233
C -0.5233 2.3606 0.6547
C 0.8381 0.2613 0.1290
C 2.3534 0.3805 0.0711
O 2.9494 -0.5701 -0.7757
C 2.9859 -1.8793 -0.2448
O 0.3576 0.6234 -1.1639
C -0.4002 -0.3830 -1.7985
C -1.0406 0.2283 -3.0462
C -0.4758 -0.3534 -4.3146
O -0.2187 -1.5273 -4.4861
I -0.1469 1.0447 -5.9396
H -3.2963 -1.6157 2.4803
H -3.0708 0.0063 3.1018
H -2.1193 -1.3123 3.7796
H -0.9159 -1.5493 1.6694
H -1.9782 -0.3373 0.9034
H -1.1451 1.2192 2.8074
H 0.1240 0.0421 3.0690
H 1.1408 1.6385 1.7205
H -1.4789 2.0452 0.2473
H 0.0461 2.9036 -0.0893
H -0.7287 3.0479 1.4732
H 0.6031 -0.7828 0.3196
H 2.7737 0.3184 1.0793
H 2.6067 1.3571 -0.3329
H 3.9712 -2.3040 -0.3985
H 2.7801 -1.8796 0.8260
H 2.2351 -2.4993 -0.7308
H 0.2301 -1.2311 -2.0594
H -1.1863 -0.7398 -1.1333
H -2.1143 0.0735 -3.0244
H -0.8760 1.2997 -3.0159
*
```

natural (NBO) atomic charge list, values in e, 6 entries:
1 C -0.5959
2 C -0.3998
3 C -0.3939
4 C -0.2232
5 C -0.5961
6 C 0.0629

=====

5.
A cluster of 2 separate species, C11H21N2 in total at a distorted geometry, computed with the ωB97M-V functional and the def2-TZVPD basis.

Properties
* energy above the lowest of the compared OMol25 structures with the same formula, charge and spin: 5.080 eV
* ⟨S²⟩: 2.02
* lowest unoccupied orbital energy (spin up / spin down): -2.91 / -7.26 eV
* orbital gap (spin up / spin down): 6.03 / 5.14 eV

```
! RIJCOSX wB97M-V def2-TZVPD def2/J DEFGRID3
* xyz 1 3
C 1.4904 3.7259 -0.6465
C 2.0202 2.3642 -1.2234
C 1.4843 1.3260 -0.6221
C -0.6048 -1.1045 1.8042
C -0.2341 -1.3382 0.3868
C 2.8652 2.3229 -2.3582
C -0.1016 -3.7338 0.3484
C -3.5213 0.0754 1.3491
C 2.1356 -0.2371 0.9591
C 0.2913 -2.4424 -0.3737
C -2.3642 0.2277 0.4094
N 1.2074 0.2285 -0.0745
N -1.3581 -0.7836 0.5971
H 2.2965 4.2497 -0.1576
H 0.7152 3.6935 0.1308
H -1.0594 -1.8035 2.4952
H -0.1715 -0.1805 2.4311
H 3.7247 2.8912 -2.2431
H 2.4123 2.7789 -3.3221
H 3.1712 1.2166 -2.7015
H -1.1312 -3.9597 0.4430
H 0.4183 -3.8810 1.3191
H 0.0517 -4.6043 -0.3989
H -4.3056 -0.4082 0.7425
H -3.2792 -0.5193 2.1661
H -4.1202 0.8924 1.6733
H 1.6347 -1.0943 1.6386
H 2.5362 0.5632 1.5282
H 2.9688 -0.7640 0.4232
H -0.1964 -2.5524 -1.3946
H 1.4122 -2.4656 -0.4916
H -2.0126 1.2605 0.5790
H -2.6633 0.2289 -0.6596
H 1.0174 4.2572 -1.4876
*
```

natural (NBO) atomic charge list, values in e, 6 entries:
1 C -0.6310
2 C 0.0169
3 C 0.4400
4 C -0.3042
5 C 0.1378
6 C -0.6642

=====

6.
A structure of composition C11H21N4PdS2Si, computed with the ωB97M-V functional and the def2-TZVPD basis.

Properties
* energy above the lowest of the compared OMol25 structures with the same formula, charge and spin: 1.031 eV
* ⟨S²⟩: 2.03
* lowest unoccupied orbital energy (spin up / spin down): 2.90 / 0.98 eV
* orbital gap (spin up / spin down): 6.02 / 5.75 eV

```
! RIJCOSX wB97M-V def2-TZVPD def2/J DEFGRID3
* xyz -1 3
Pd -0.4174 -0.3993 -0.8726
N 0.9858 -0.2388 3.1504
C 1.5444 0.9415 2.4834
C 2.2224 0.5872 1.1639
C 3.2161 -0.5721 1.2793
C 2.8614 -1.7648 0.4016
N 1.4975 -2.2156 0.6587
H 0.2050 0.0072 3.7428
H 1.6799 -0.6842 3.7360
H 2.2563 1.4769 3.1290
H 0.7298 1.6368 2.2737
H 2.7132 1.4876 0.7824
H 1.4547 0.3411 0.4134
H 3.2681 -0.9247 2.3156
H 4.2335 -0.2557 1.0334
H 3.6194 -2.5464 0.5589
H 2.9157 -1.4795 -0.6526
H 1.3526 -2.4743 1.6268
H 1.2644 -3.0063 0.0713
S 0.9567 -1.5912 -2.7648
C 0.2608 -0.9362 -4.1452
C 0.5623 -1.5471 -5.4104
N 0.8201 -2.0398 -6.4184
C -0.5823 0.1853 -4.1335
S -1.0920 0.9487 -2.7242
C -1.0346 0.7259 -5.3848
N -1.4136 1.1695 -6.3774
C -2.0391 2.5129 0.3604
Si -2.1221 0.6083 0.3777
C -2.3348 0.2366 2.2412
C -3.8314 0.2055 -0.3589
H -2.8698 2.9405 0.9335
H -2.0855 2.9232 -0.6514
H -1.1060 2.8644 0.8106
H -3.2629 0.6835 2.6175
H -1.5111 0.6678 2.8136
H -2.3621 -0.8362 2.4444
H -4.6223 0.7379 0.1825
H -4.0413 -0.8653 -0.2962
H -3.8917 0.4893 -1.4117
*
```

natural (NBO) atomic charge list, values in e, 6 entries:
1 Pd 0.1567
2 N -0.8467
3 C -0.2111
4 C -0.4129
5 C -0.4036
6 C -0.2105